DFT (the ωB97M-V functional and the def2-TZVPD basis) results for a structure of composition C24H36O19Pt2 at a distorted geometry.

The frontier orbital gap (alpha / beta) comes out at 3.5354 / 2.3937 eV. As for the energy relative to the best compared isomer or geometry (same formula, charge and spin): 3.2440 eV.

Geometry as ORCA input:
```
! RIJCOSX wB97M-V def2-TZVPD def2/J DEFGRID3
* xyz 2 5
Pt 3.51 -3.20 1.05
Pt 2.55 -1.56 4.04
C 0.09 -0.79 0.54
C 1.04 -1.89 0.84
O 1.72 -2.43 -0.03
O 1.45 -1.99 1.97
H -0.89 -1.23 0.32
H 0.33 -0.20 -0.34
H 0.04 -0.12 1.40
C 3.88 1.01 0.61
C 4.18 -0.08 1.55
O 3.88 -0.09 2.75
O 4.58 -1.19 1.14
H 3.12 0.69 -0.10
H 4.78 1.24 0.03
H 3.65 2.02 0.94
C 1.78 1.44 -3.02
C 2.56 0.17 -3.15
C 2.45 -0.74 -4.43
O 3.80 -0.84 -4.93
C 4.64 -0.20 -4.12
O 5.90 -0.17 -4.10
O 3.92 0.52 -3.22
H 2.24 2.33 -2.59
H 0.95 1.52 -2.31
H 1.43 1.84 -3.97
H 2.30 -0.36 -2.23
H 1.77 -0.29 -5.15
H 2.19 -1.77 -4.18
C -0.28 4.48 5.08
C 0.44 3.52 4.06
C 1.98 3.52 4.02
O 2.28 2.17 3.83
C 1.24 1.41 4.13
O 1.11 0.21 4.13
O 0.21 2.20 4.30
H -0.01 4.25 6.11
H -1.37 4.39 5.04
H -0.28 5.54 4.83
H 0.04 3.80 3.08
H 2.30 3.88 4.99
H 2.40 4.12 3.22
C 0.97 3.11 0.75
C -0.33 3.56 0.25
C -0.22 4.55 -0.92
O -1.05 3.95 -1.87
C -1.76 2.93 -1.27
O -2.65 2.33 -1.81
O -1.03 2.50 -0.25
H 1.59 2.67 -0.02
H 0.76 2.31 1.47
H 1.64 3.88 1.11
H -0.85 3.94 1.13
H 0.78 4.66 -1.33
H -0.59 5.54 -0.64
C -0.95 -4.94 0.48
C -2.17 -5.42 1.12
C -2.89 -4.41 1.97
O -4.18 -4.47 1.59
C -4.35 -5.30 0.53
O -5.29 -5.37 -0.23
O -3.09 -5.73 0.13
H -0.51 -5.76 -0.08
H -0.27 -4.52 1.22
H -1.17 -4.16 -0.26
H -1.99 -6.31 1.71
H -2.34 -3.48 1.82
H -2.77 -4.71 3.01
C -2.25 -0.70 -2.80
C -3.36 -1.74 -2.66
C -4.60 -1.27 -1.89
O -5.70 -1.66 -2.72
C -5.26 -2.26 -3.87
O -5.93 -2.82 -4.74
O -3.88 -2.23 -3.90
H -1.41 -1.29 -3.18
H -1.96 -0.42 -1.79
H -2.43 0.20 -3.38
H -3.00 -2.55 -2.03
H -4.68 -0.18 -1.94
H -4.74 -1.58 -0.85
*
```